[1]
Density functional theory data (ωB97M-V/def2-TZVPD) for a molecular structure, C8H8GdN2O5S in a non-equilibrium geometry.

Computed properties:
⟨S²⟩: 16.074
Kohn-Sham gap (spin up / spin down): 0.2541 / 0.2198 Ha
F_max: 7.6 eV/Å
molar mass: 401.5 Da
total charge: +3
HOMO energy (spin up / spin down): -20.5796 / -20.4570 eV
spin multiplicity: 8
LUMO level (spin up / spin down): -13.6665 / -14.4764 eV

The geometry in XYZ format:
```
25
Properties=species:S:1:pos:R:3:lowdin_spin:R:1
O 0.792 3.106 0.035 0.00
O -2.693 1.356 2.470 0.00
N 0.782 -2.184 1.168 0.02
C -4.052 0.392 -1.417 -0.01
H 0.730 -1.225 3.049 0.00
H 3.888 -0.631 0.254 0.00
C 0.033 2.295 -0.278 -0.01
O -5.188 0.331 -1.652 0.00
C 1.474 -1.574 2.323 0.00
H -0.119 -2.623 1.383 0.00
H 1.813 -0.394 -1.307 0.00
H 3.226 -2.288 0.516 0.00
S -0.539 -1.716 -1.126 0.20
Gd -1.633 0.697 -0.889 6.80
C 3.264 -1.433 -0.169 0.00
C -3.183 3.394 -0.874 -0.01
H 2.125 -2.324 2.799 0.00
C -1.523 1.835 -3.079 -0.01
N 1.910 -0.874 -0.406 0.02
O -1.493 2.424 -4.074 0.00
C 0.793 -1.541 -0.030 0.01
H 3.673 -1.758 -1.136 0.00
H 2.083 -0.732 1.972 0.00
C -2.355 1.112 1.396 -0.01
O -3.809 4.353 -0.929 0.00
```

[2]
Density functional theory data (ωB97M-V/def2-TZVPD) for a molecular structure, C37H94CdF3O13 in a non-equilibrium geometry.

Computed properties:
Kohn-Sham gap: 0.2726 Ha
energy relative to the best compared isomer or geometry (same formula, charge and spin): 0.000 eV
F_max: 2.3 eV/Å
molar mass: 916.6 Da
total charge: +1
HOMO energy: -11.5131 eV
spin multiplicity: 1
LUMO level: -4.0965 eV

The geometry in XYZ format:
```
148
Properties=species:S:1:pos:R:3:lowdin_charge:R:1
O 1.932 7.951 -4.153 -0.06
C -3.051 -2.598 -4.781 -0.46
H -0.947 -2.122 -4.922 0.09
H -1.979 -4.424 2.474 0.08
H 4.265 -3.495 4.283 0.08
H 4.787 -0.553 1.336 0.07
O -1.239 2.690 -0.251 -0.28
H -0.173 4.670 4.890 0.09
H 0.586 -2.107 0.271 0.08
H -2.674 2.544 -4.707 0.08
O -2.802 1.279 2.047 -0.18
H -3.511 -4.422 -3.744 0.08
C 5.695 -0.949 -1.287 -0.05
H 2.887 -0.355 5.142 0.05
H -4.083 -2.959 -2.908 0.08
H -4.934 -3.550 -4.334 0.08
H 4.181 2.887 2.574 0.09
H -0.124 1.306 -5.784 0.13
H -2.566 -7.113 -2.618 0.08
H -1.086 2.657 -4.055 0.08
H -2.884 -3.168 -5.701 0.14
H -3.582 -0.366 -2.433 0.06
C -0.894 -5.519 3.941 -0.45
H -5.181 -0.098 -1.875 0.09
H -0.039 -5.397 0.363 0.07
H -1.754 -1.439 -3.499 0.05
H -0.263 -7.129 0.519 0.08
H -1.951 1.063 -3.957 0.06
C 4.545 2.156 4.569 -0.47
H 0.164 -5.737 3.826 0.13
C 2.530 -2.202 4.571 -0.45
H -4.592 -1.434 -5.182 0.10
H -2.684 0.719 1.263 0.06
F 1.281 3.339 -0.994 0.14
C -1.646 -7.260 -2.054 -0.06
H 0.271 5.868 2.742 0.09
C -3.943 -3.433 -3.884 -0.05
H -0.775 -2.753 -0.607 0.06
C 5.343 0.348 -0.576 -0.49
H 4.614 -1.748 4.118 0.06
H 2.861 5.258 -4.085 0.08
H -2.268 -5.206 5.597 0.08
O -1.737 4.152 2.613 -0.19
H 1.107 -1.589 3.046 0.04
H -4.557 -0.442 3.139 0.09
F 1.572 2.016 0.708 0.15
H -0.143 2.872 2.381 0.11
C -3.534 -0.808 3.076 -0.03
H -1.125 3.202 4.773 0.08
C -1.169 0.040 3.373 -0.04
H 1.337 4.677 -3.585 0.07
H -2.256 2.529 -7.485 0.08
C 1.070 2.099 -0.522 -0.55
H -0.472 -3.711 2.825 0.06
H -1.249 -6.728 5.660 0.08
C -1.344 2.700 -6.914 -0.05
O -0.638 0.506 -0.055 -0.10
C 3.598 2.635 3.463 -0.06
H 0.659 7.151 -6.442 0.08
H -0.508 0.855 3.669 0.08
H 2.148 -2.870 2.628 0.08
H 6.190 -1.627 -0.587 0.09
C -2.608 0.386 3.202 -0.43
Cd -2.809 3.256 1.024 1.48
C 1.256 6.706 -4.392 -0.50
H -1.334 -3.175 -3.595 0.07
C -0.520 -0.644 -0.905 -0.23
O -3.643 -1.323 -5.068 -0.07
H -2.577 0.146 -5.780 0.04
H -3.865 -0.308 -0.676 0.08
C -0.393 1.749 -0.692 -0.47
C -1.519 -6.212 -0.967 -0.46
H 2.982 3.469 3.790 0.05
C -1.302 -5.672 5.415 -0.05
C 1.932 5.596 -3.608 -0.07
O -1.598 -4.890 -1.581 -0.09
H -1.908 4.989 3.060 0.11
C 4.398 0.135 0.587 -0.07
H 0.726 5.411 -6.023 0.07
C -1.764 1.957 -4.554 -0.06
C -0.205 -6.313 -0.209 -0.06
H 1.580 4.711 2.697 0.08
O 3.782 1.589 5.639 -0.05
H -2.510 -6.486 3.365 0.08
O 2.255 -1.045 5.386 -0.07
H 2.192 5.933 -2.607 0.08
H 2.946 1.802 3.174 0.07
H 3.230 2.243 6.078 0.09
H 0.543 4.918 1.243 0.08
H -0.534 2.692 -7.645 0.08
C -0.214 3.690 4.411 -0.04
O -1.874 0.400 -6.394 -0.06
H -1.014 -0.713 4.157 0.10
H 5.793 0.393 4.872 0.09
C -1.324 -4.188 3.316 -0.05
H -1.386 -0.654 -1.574 0.09
H 4.367 -2.383 5.676 0.09
H -1.388 3.662 -6.405 0.07
C 4.018 -2.498 4.645 -0.05
C -1.697 -2.309 -4.152 -0.03
H -1.660 -8.252 -1.595 0.09
H 2.852 -1.215 2.601 0.05
H -2.877 1.830 -2.016 0.10
H 4.879 1.041 -1.289 0.13
H -0.558 -5.162 6.038 0.08
H -1.862 -3.542 4.007 0.06
C 1.182 6.389 -5.867 -0.06
C -3.895 1.640 -1.697 -0.42
C -0.437 -1.886 -0.036 -0.03
H -2.926 1.032 4.023 0.14
H -0.799 -7.232 -2.740 0.08
H 5.090 3.058 4.879 0.14
H -3.335 -1.400 2.184 0.08
H 0.671 -6.566 -0.810 0.09
C -4.140 0.130 -1.635 -0.03
H 6.335 1.416 3.530 0.09
H -5.075 2.014 -0.129 0.11
H -4.907 3.364 -2.518 0.09
H -0.681 -4.597 -1.601 0.05
H -0.573 1.637 -1.779 0.14
C -0.318 3.806 2.903 -0.42
H -3.338 -1.403 3.970 0.09
C 0.570 4.900 2.330 -0.02
O -4.170 2.224 -0.387 -0.16
H -4.637 2.095 -3.714 0.08
H 0.624 3.078 4.725 0.08
C 5.467 1.063 4.081 -0.04
H -1.072 -1.806 0.847 0.06
H -2.345 -6.332 -0.265 0.13
C -4.880 2.281 -2.672 -0.04
H 6.464 -0.723 -2.040 0.08
H -5.893 1.935 -2.449 0.09
F 1.861 1.296 -1.287 0.12
H 2.750 7.984 -4.659 0.09
C -1.180 1.553 -5.917 -0.46
H 0.278 6.911 -3.950 0.14
H 0.387 -0.582 -1.513 0.12
H 7.190 1.016 -0.676 0.09
O -1.564 -6.591 3.220 -0.09
H 3.449 -0.312 0.257 0.07
H -0.717 -0.474 2.521 0.06
H 1.885 -3.016 4.890 0.13
H 4.032 1.073 1.005 0.05
C 2.157 -1.875 3.108 -0.05
H 4.880 -1.439 -1.813 0.08
H 4.849 0.476 3.393 0.05
H 2.203 6.342 -6.262 0.09
O 6.504 0.941 -0.006 -0.05
```

[3]
Density functional theory data (ωB97M-V/def2-TZVPD) for C6H9N in the gas phase.

Computed properties:
Kohn-Sham gap: 0.3017 Ha
energy relative to the best compared isomer or geometry (same formula, charge and spin): 2.873 eV
F_max: 0.5 eV/Å
molar mass: 95.1 Da
total charge: 0
HOMO energy: -7.6923 eV
spin multiplicity: 1
LUMO level: 0.5169 eV

The geometry in XYZ format:
```
16
Properties=species:S:1:pos:R:3:lowdin_charge:R:1
C 0.072 -0.331 0.012 -0.61
C 0.957 1.469 -1.085 -0.15
N -0.852 0.835 0.089 0.07
H 1.354 0.197 1.691 0.08
H -1.458 -1.871 0.176 0.08
C 0.643 -0.588 1.418 -0.04
C -0.279 1.846 -0.539 -0.08
H 0.038 -2.375 -0.644 0.08
H -0.157 -0.622 2.166 0.08
C 1.231 0.119 -0.840 0.02
H -0.773 2.816 -0.566 0.12
H -1.128 -1.347 -1.496 0.08
H 1.175 -1.542 1.426 0.08
H -1.756 0.863 0.537 0.15
C -0.672 -1.553 -0.522 -0.04
H 1.593 2.169 -1.619 0.07
```

[4]
Density functional theory data (ωB97M-V/def2-TZVPD) for a molecular structure, C27H38NORu in a non-equilibrium geometry.

Computed properties:
⟨S²⟩: 6.031
Kohn-Sham gap (spin up / spin down): 0.1535 / 0.0640 Ha
F_max: 6.6 eV/Å
molar mass: 493.7 Da
total charge: -1
HOMO energy (spin up / spin down): -1.3581 / -2.1890 eV
spin multiplicity: 5
LUMO level (spin up / spin down): 2.8175 / -0.4475 eV

The geometry in XYZ format:
```
68
Properties=species:S:1:pos:R:3:lowdin_spin:R:1
H -2.313 -1.037 4.776 0.00
C 1.950 0.905 1.045 0.06
H -0.617 -1.124 5.368 0.00
Ru 0.486 0.010 -0.170 1.28
H -3.653 0.659 -2.776 0.04
H -1.030 2.523 -3.018 0.02
H 3.243 -3.179 7.057 0.00
C -2.919 3.860 -1.618 0.08
H -3.848 0.255 -0.029 0.01
H -3.660 -0.829 -1.589 0.00
H -2.270 -2.231 1.627 0.00
C -1.041 -1.974 3.323 0.01
H -3.174 -1.790 3.052 0.00
H -1.804 3.970 -1.504 0.01
H -0.824 -4.049 4.210 0.00
H -1.061 0.016 4.068 0.00
H 1.167 0.288 -2.845 0.00
H 0.254 2.699 -1.257 0.00
C -0.237 -2.209 -1.138 0.15
C 1.793 -1.121 -1.180 0.03
O -2.220 -1.255 -0.110 0.06
H 1.392 -2.794 0.283 0.00
H 4.989 -2.109 1.295 0.00
C -3.250 2.828 -2.805 0.74
C 2.649 -2.084 2.450 0.02
H 2.706 -1.677 1.436 0.00
C 2.528 -3.713 6.421 0.00
H 0.458 -2.715 4.988 0.00
C 1.371 -2.135 3.113 0.00
C 3.755 -3.105 4.325 0.03
H 1.533 -3.638 6.876 0.00
C 3.806 -2.570 3.028 0.00
H 2.824 0.441 1.474 0.01
H 5.531 -3.557 2.173 0.00
H -3.347 3.478 -0.650 0.01
H 2.820 -4.771 6.399 0.00
H -1.000 -2.923 -0.854 0.01
H -2.469 -3.496 3.775 0.00
C 0.716 1.194 1.712 0.05
H 2.665 1.541 -1.000 0.01
C -0.316 -1.207 -2.114 0.06
H 4.647 -3.501 4.802 0.00
N 0.214 -1.735 2.553 0.12
H -2.033 1.437 -3.994 0.00
C -0.103 1.969 0.840 0.11
C 1.402 -2.663 4.440 0.02
H -3.393 4.857 -1.805 0.01
C -3.197 -0.586 -0.560 0.02
H -1.100 2.340 1.042 0.01
C -1.402 -3.457 3.506 0.00
C -1.941 2.471 -3.640 0.08
H 2.865 -1.012 -1.154 0.00
H -1.856 3.114 -4.538 0.01
H 5.874 -1.955 2.830 0.00
H -4.383 1.628 -1.364 0.04
H -2.156 -0.492 2.245 0.00
C -1.247 -0.990 4.487 0.00
H 0.465 0.894 2.730 0.00
C 2.549 -3.142 5.035 0.00
C 5.118 -2.545 2.292 0.00
C -2.241 -1.568 2.488 0.00
C 1.878 1.493 -0.266 0.05
C -3.569 1.562 -2.122 0.71
H -1.176 -0.942 -2.735 0.00
C 0.602 2.131 -0.400 0.02
C 1.035 -2.145 -0.506 0.05
C 0.903 -0.483 -2.131 0.04
H -1.296 -3.910 2.509 0.00
```